Here is 2 unconnected molecules or ions with the total composition C7H10NO4P in a non-equilibrium geometry from the OMol25 dataset. Energies are from wB97M-V/def2-TZVPD.

Computed properties:
Kohn-Sham gap in hartree: 0.1478
LUMO in eV: -2.04

Structure (ORCA input):
```
! wB97M-V def2-TZVPD RIJCOSX def2/J DEFGRID3
* xyz 0 1
H -1.63 2.86 0.74
C -0.33 -0.27 1.11
C -1.30 -3.80 0.47
O -1.88 -2.59 0.61
C 1.04 1.14 -0.52
H -2.09 0.80 1.93
H -1.58 -4.39 -0.43
H -1.48 -4.54 1.28
N -1.00 2.07 0.59
C 0.07 2.19 -0.28
H -0.49 -1.23 1.67
P 0.34 3.79 -1.23
O 2.91 -1.12 0.56
H 1.33 -2.01 -1.73
H -0.19 -3.82 0.41
C -1.21 0.88 1.26
C 1.89 -1.25 -0.04
O 1.79 4.16 -1.27
O 1.68 -2.32 -0.88
H 1.91 1.27 -1.21
H -0.09 3.49 -2.56
C 0.82 -0.13 0.20
H -0.52 4.80 -0.70
*
```

Here is a molecular structure, C27H36IrN5O2 from the OMol25 dataset. Energies are from wB97M-V/def2-TZVPD.

Computed properties:
Kohn-Sham gap in hartree: 0.2463
LUMO in eV: 0.62

Structure (ORCA input):
```
! wB97M-V def2-TZVPD RIJCOSX def2/J DEFGRID3
* xyz 0 1
H -4.00 0.75 -1.44
H -2.64 -0.17 2.08
C 1.15 -0.49 -2.76
H 2.30 -4.34 -0.75
H 2.25 -2.79 1.40
C 2.90 3.06 0.00
C -2.31 1.71 -0.84
H -2.25 1.76 3.63
H 0.76 -2.84 2.35
H -0.59 5.40 2.17
N 1.66 -0.14 -1.41
H -2.48 3.48 0.33
H 4.28 4.43 -0.88
O 0.88 -2.85 -1.02
C 0.34 3.61 1.47
C -1.51 3.67 3.03
C -2.33 -0.19 -2.37
C 0.50 -0.25 3.23
C -1.82 -0.50 2.72
H 1.97 -0.58 -3.48
H 4.31 3.28 -3.07
C -0.58 4.32 2.23
H 1.36 -4.36 -2.26
H -2.82 -4.79 -1.85
C -2.40 -3.88 -1.45
H -3.27 -2.60 -3.02
H 3.07 1.17 -3.35
C 0.39 2.21 1.50
C -3.12 2.65 0.01
H -1.38 0.24 -2.67
C -1.51 2.28 3.04
H -1.49 -4.86 0.19
C 1.31 -4.18 -1.18
C -2.12 -1.48 -1.63
H -3.46 2.13 0.91
H -2.03 -0.22 3.76
H -2.22 4.22 3.62
C 1.20 -3.07 1.39
H -1.75 -1.58 2.68
C 3.68 3.54 -1.03
H 3.24 -0.65 -0.11
H -1.46 -2.61 1.30
H 1.42 0.24 2.94
H 2.62 -2.02 -1.07
C 3.71 2.90 -2.26
H 0.63 -1.44 -2.70
C 0.42 -2.40 0.27
N -1.44 -1.42 -0.46
N -3.01 0.84 -1.60
N 1.21 1.38 0.75
C -1.11 -2.66 0.27
C 3.00 1.72 -2.42
O -1.09 1.74 -0.85
H 1.14 -4.16 1.29
C -0.61 1.57 2.28
C -2.66 -2.63 -2.13
H 0.66 -1.32 3.26
Ir 0.19 -0.29 0.13
H -2.92 -0.39 -3.27
H 0.62 -4.91 -0.76
H 3.64 -0.77 -1.84
H 0.49 0.30 -3.08
C -1.67 -3.92 -0.33
C 2.22 1.23 -1.38
H 0.99 4.16 0.81
H 0.19 0.09 4.23
C 2.11 1.92 -0.17
H -4.00 3.03 -0.52
N -0.56 0.09 2.26
H 2.91 3.57 0.96
C 2.87 -0.97 -1.09
*
```

Here is a molecular structure, C17H37AsMnNO7P2Si2 from the OMol25 dataset. Energies are from wB97M-V/def2-TZVPD.

Computed properties:
<S²>: 6.264
Kohn-Sham gap (alpha / beta) in hartree: 0.2589 / 0.2845
LUMO (alpha / beta) in eV: -0.26 / 0.25

Structure (ORCA input):
```
! wB97M-V def2-TZVPD RIJCOSX def2/J DEFGRID3
* xyz 0 5
H -2.20 2.66 -0.07
H 2.01 -2.83 -3.49
H -6.01 -0.38 -0.11
O 2.90 -0.74 2.89
Mn -0.16 -0.13 0.15
H -4.92 -2.19 1.61
H 1.79 2.27 -1.24
H 0.47 -3.03 1.19
O 3.83 1.37 1.99
P 2.48 0.55 2.08
H 1.69 -4.94 0.22
C -5.51 0.51 -0.50
H -3.20 0.96 2.72
H -2.75 -5.15 -0.34
C 0.53 -1.85 -0.61
H -1.36 -4.24 0.26
C 1.76 1.58 4.58
H 3.00 -1.52 2.33
H 2.74 2.05 4.71
H -1.36 1.07 -2.61
H -3.36 -2.67 2.27
N 0.61 0.69 -1.95
H -1.75 -4.22 -1.46
H 2.66 0.75 -1.51
H -0.45 -1.08 3.48
C -0.40 1.57 -2.55
C 0.98 -1.79 -1.92
H -4.49 -3.90 1.67
H 0.80 3.14 2.06
C -2.18 -4.23 -0.46
H 1.62 -0.44 -3.42
H -3.77 3.26 0.46
C 0.76 -0.55 -2.75
H -6.15 1.37 -0.29
C 1.88 1.40 -1.90
P -0.36 1.02 2.84
C 1.90 -4.01 -1.70
H 3.65 2.30 1.79
H -3.55 2.74 -1.22
H -0.51 2.46 -1.93
O 1.88 0.24 0.75
O 1.60 2.87 2.53
C 1.38 1.56 3.11
C -3.28 2.53 -0.18
H 2.43 -4.85 -2.14
C -4.09 -2.89 1.50
H -0.11 -0.67 -3.40
H -5.25 -3.93 -1.30
H 1.82 0.57 4.99
H -5.44 -2.18 -1.47
Si -3.35 -2.79 -0.22
H 2.17 1.76 -2.90
H -0.09 1.89 -3.55
C -4.71 -2.99 -1.49
H -4.86 1.45 2.39
Si -3.83 0.80 0.29
C 0.80 -2.98 0.16
O -0.66 1.42 1.40
C -4.09 0.72 2.14
H -4.44 -0.27 2.45
O -1.22 1.38 3.98
H -5.44 0.41 -1.59
C 1.49 -4.06 -0.38
H 1.01 2.13 5.14
C 1.65 -2.88 -2.47
H -4.28 -3.04 -2.49
O -0.17 -0.60 2.69
As -2.34 -0.73 -0.70
*
```

Here is a single C8H10ClN3O molecule in a non-equilibrium geometry from the OMol25 dataset. Energies are from wB97M-V/def2-TZVPD.

Computed properties:
Kohn-Sham gap in hartree: 0.3350
LUMO in eV: 0.22
Structure (SMILES): NNC(=O)CNc1ccccc1Cl

Structure (ORCA input):
```
! wB97M-V def2-TZVPD RIJCOSX def2/J DEFGRID3
* xyz 0 1
C 0.90 -2.57 -1.17
C -0.08 -1.93 -1.87
H -0.16 1.80 -1.27
C -0.43 -0.55 -1.54
O 1.71 1.84 1.70
N 0.23 1.52 -0.41
H -0.71 2.69 0.84
H -2.01 -0.46 2.37
H 1.26 -3.52 -1.47
C -0.48 1.63 0.84
C 0.49 1.34 2.02
C 1.73 -1.84 -0.36
N -0.85 -0.47 2.53
H 2.55 -2.16 0.09
H -0.34 -2.44 -3.02
H 0.24 0.60 4.24
H -1.52 1.12 0.76
H -0.30 -0.62 1.57
N -0.27 0.72 3.22
Cl -1.91 0.12 -2.25
C 0.41 0.18 -0.73
H 2.18 -0.06 0.59
C 1.45 -0.63 -0.10
*
```

Here is a molecular structure, C17H12Br2Cl6N3O2PbS2 from the OMol25 dataset. Energies are from wB97M-V/def2-TZVPD.

Computed properties:
Kohn-Sham gap in hartree: 0.2533
LUMO in eV: 2.07

Structure (ORCA input):
```
! wB97M-V def2-TZVPD RIJCOSX def2/J DEFGRID3
* xyz -1 1
C 1.14 2.95 0.12
C -0.26 0.02 -3.22
H 2.65 3.53 -3.33
S -1.16 0.24 5.09
C -0.73 0.51 -2.02
C -2.33 -1.43 1.21
Cl -4.40 0.16 2.23
C 2.08 2.14 -1.81
Br -0.19 -3.99 -0.82
H 0.89 5.07 0.27
C -1.64 1.55 -2.12
H 1.05 -5.69 -2.17
N 1.55 1.91 -0.61
H 0.29 3.51 2.08
C 1.80 4.49 -1.59
H -1.53 -1.44 6.68
C 2.22 3.41 -2.34
H 0.13 -1.57 6.04
Pb 0.33 -0.48 0.12
H 1.88 5.49 -1.97
H -3.26 -1.70 3.10
Cl -3.26 3.32 -3.43
C 0.55 2.68 1.43
N -0.26 1.38 3.04
C -0.20 0.20 3.60
C 1.06 -4.61 -2.14
Cl 1.00 -1.23 -3.18
C -0.92 -1.40 5.78
C -1.62 1.48 -4.53
H 0.79 -4.18 -3.10
O -1.82 -0.32 0.89
O -1.91 -2.55 0.90
C -0.68 0.46 -4.47
C -3.57 -1.41 2.10
C -2.11 2.03 -3.35
C 1.25 4.26 -0.34
H -4.29 -2.14 1.72
Br 2.88 -4.06 -1.78
Cl -2.23 2.31 -0.67
Cl -0.05 -0.22 -5.93
N 0.31 1.48 1.82
H 2.37 1.26 -2.37
H -1.23 -2.17 5.08
Cl -2.19 2.05 -6.06
S 0.62 -1.21 3.11
*
```

Here is 2 unconnected molecules or ions with the total composition C8H8F3NO2 in a non-equilibrium geometry from the OMol25 dataset. Energies are from wB97M-V/def2-TZVPD.

Computed properties:
Kohn-Sham gap in hartree: 0.3246
LUMO in eV: 0.34

Structure (ORCA input):
```
! wB97M-V def2-TZVPD RIJCOSX def2/J DEFGRID3
* xyz 0 1
F 1.86 -2.61 -0.93
F 0.52 -2.85 0.77
C -0.84 0.80 -0.96
C 1.01 -0.07 0.29
C -3.11 0.82 -0.02
H -3.13 0.07 2.03
F -0.28 -2.21 -1.15
C 3.18 0.73 -0.14
H -2.54 1.41 -2.04
C 0.77 -2.13 -0.33
O 1.85 0.52 -0.58
H 1.39 -0.25 1.30
H 3.73 1.07 -1.01
H -0.69 -0.34 2.15
C -1.17 0.06 1.27
O -4.30 1.06 -0.11
C -2.49 0.29 1.19
C -2.15 1.04 -1.10
H 3.20 1.51 0.63
H 3.63 -0.19 0.24
N -0.31 0.34 0.23
H -0.12 0.94 -1.75
*
```

Here is a molecular structure, C13H23F3N2O8SYb in a non-equilibrium geometry from the OMol25 dataset. Energies are from wB97M-V/def2-TZVPD.

Computed properties:
<S²>: 0.751
Kohn-Sham gap (alpha / beta) in hartree: 0.3907 / 0.3678
LUMO (alpha / beta) in eV: -2.20 / -2.82

Structure (ORCA input):
```
! wB97M-V def2-TZVPD RIJCOSX def2/J DEFGRID3
* xyz 1 2
H -1.97 -0.11 3.32
H 1.07 -2.48 -1.61
O 0.24 1.90 0.53
H -2.83 -1.61 3.69
C 2.13 2.01 -3.93
H -0.85 1.21 -2.67
H 3.16 1.96 -3.58
S -3.49 0.65 -0.30
Yb -0.91 0.00 0.14
C -2.00 -2.89 1.50
C -0.11 1.98 -2.91
O -2.03 -1.49 1.79
H -0.14 2.78 -2.18
H -0.59 -4.34 0.83
C 1.75 2.04 2.48
C -0.62 -3.28 1.09
H -0.36 2.40 -3.89
C 0.91 -3.01 -0.67
H -2.35 -3.45 2.36
N 0.64 0.07 1.77
H 1.75 -2.84 0.02
H 3.07 -0.56 -3.36
H 1.20 2.84 2.97
F -3.97 3.31 -0.44
C 1.52 0.36 -2.22
H 2.57 2.50 1.93
H 3.22 0.65 3.33
O -0.30 -2.51 -0.08
C 1.36 -0.31 2.89
H 0.12 -3.07 1.87
O -4.80 0.17 -0.20
C 0.84 1.37 1.52
H 1.86 3.06 -4.04
H 3.66 0.48 -2.07
C -3.29 2.35 -1.04
H 2.96 -1.09 -1.66
F -3.50 2.43 -2.34
O -2.75 0.89 0.96
C 2.16 0.89 3.40
N 1.22 1.40 -2.96
O -2.57 -0.11 -1.21
O 0.67 -0.13 -1.42
C 2.89 -0.25 -2.33
H -2.71 -3.04 0.68
C -1.95 -1.20 3.20
O 1.33 -1.41 3.37
H 0.79 -4.08 -0.88
F -1.98 2.55 -0.81
H 2.05 1.54 -4.91
H -1.02 -1.60 3.61
H 1.92 1.05 4.44
*
```

The records above give, respectively, molar mass values of 203.1, 654.8, 615.5, 199.6, 934.2, 207.2, 597.4 g/mol.
The records above give, respectively, ΔE to the lowest compared entry with this formula, charge and spin values of 63.3, 19.1, 4.3, 135.6, 0.4, 4.4, 0.0 kcal/mol.